Formula: C30H23ClO25P2
Source: OMol25
Level of theory: ωB97M-V/def2-TZVPD

Its HOMO energy is -9.540 eV. The value obtained for the gap between HOMO and LUMO is 7.790 eV. As for the total charge: 0. For the strongest force on any atom, the calculation gives 1.8 eV/Å.

Cartesian coordinates (Å):
O  -0.80  2.19  -1.79
P  -1.07  0.93  -2.49
O  -1.48  -0.19  -1.45
O  0.20  0.34  -3.23
O  -2.17  0.98  -3.65
P  -3.82  0.85  -3.36
O  -4.00  -0.69  -2.97
Cl  -4.09  1.74  -1.51
H  -1.57  0.25  -0.58
H  0.93  0.95  -3.07
H  -3.74  -0.87  -2.05
C  -0.48  1.81  2.49
C  -0.16  2.72  3.42
C  -1.10  3.81  3.83
O  -0.74  4.58  4.70
C  -2.39  3.90  3.17
C  -2.71  3.00  2.23
C  -1.77  1.88  1.84
O  -2.16  1.08  1.01
O  -3.87  3.01  1.57
O  1.01  2.72  4.05
H  0.18  1.02  2.19
H  -3.06  4.70  3.45
H  -3.82  2.28  0.92
H  0.99  3.47  4.67
C  2.08  5.12  -6.23
C  1.36  4.03  -5.90
C  0.67  3.91  -4.57
O  0.03  2.90  -4.35
C  0.81  4.99  -3.61
C  1.53  6.07  -3.93
C  2.20  6.21  -5.28
O  2.83  7.23  -5.49
O  1.72  7.10  -3.11
O  1.19  3.00  -6.72
H  2.57  5.22  -7.18
H  0.33  4.87  -2.65
H  2.27  7.73  -3.60
H  0.64  2.36  -6.24
C  -0.02  -1.43  6.27
C  0.89  -0.65  5.67
C  2.16  -0.24  6.36
O  2.95  0.46  5.74
C  2.39  -0.68  7.73
C  1.47  -1.46  8.33
C  0.21  -1.89  7.62
O  -0.55  -2.61  8.24
O  1.60  -1.90  9.57
O  0.75  -0.19  4.43
H  -0.94  -1.74  5.77
H  3.29  -0.37  8.22
H  0.80  -2.44  9.75
H  1.54  0.35  4.25
C  -0.98  -5.37  5.06
C  -1.01  -6.63  4.59
C  -1.83  -7.01  3.39
O  -1.79  -8.16  3.01
C  -2.64  -5.98  2.75
C  -2.61  -4.73  3.22
C  -1.77  -4.35  4.41
O  -1.79  -3.18  4.77
O  -3.32  -3.74  2.69
O  -0.32  -7.62  5.13
H  -0.40  -5.09  5.93
H  -3.24  -6.27  1.89
H  -3.11  -2.94  3.22
H  -0.52  -8.41  4.60
C  1.05  -2.49  -7.33
C  0.81  -1.39  -6.60
C  1.91  -0.46  -6.18
O  1.60  0.53  -5.54
C  3.28  -0.79  -6.55
C  3.52  -1.89  -7.27
C  2.41  -2.81  -7.72
O  2.71  -3.78  -8.39
O  4.73  -2.26  -7.65
O  -0.40  -1.03  -6.20
H  0.26  -3.16  -7.64
H  4.06  -0.12  -6.22
H  4.62  -3.09  -8.16
H  -0.30  -0.21  -5.67



Formula: C30H23IN6O6Re
Source: OMol25
Level of theory: ωB97M-V/def2-TZVPD

Its HOMO energy (spin up / spin down) is -12.838 / -12.845 eV. The value obtained for the gap between HOMO and LUMO (spin up / spin down) is 5.916 / 5.885 eV. As for the spin multiplicity: 2. As for the expectation value of S²: 0.753. As for the total charge: +2. For the strongest force on any atom, the calculation gives 1.6 eV/Å.

Cartesian coordinates (Å):
Re  0.92  -0.67  0.27
C  2.10  0.51  2.86
N  2.32  -0.69  2.01
C  3.72  -0.91  1.53
C  3.76  -0.90  0.05
N  2.63  -0.86  -0.69
C  3.04  -0.98  -2.05
C  2.32  -1.03  -3.23
C  3.05  -1.15  -4.40
C  4.45  -1.22  -4.39
C  5.17  -1.18  -3.21
C  4.42  -1.06  -2.05
N  4.83  -1.00  -0.71
C  1.28  1.51  2.11
N  0.66  1.21  0.96
C  -0.11  2.35  0.61
C  -0.94  2.61  -0.48
C  -1.56  3.85  -0.50
C  -1.36  4.79  0.52
C  -0.53  4.54  1.59
C  0.09  3.30  1.60
N  0.99  2.72  2.52
H  3.04  0.94  3.20
H  1.53  0.21  3.74
H  2.06  -1.50  2.56
H  4.05  -1.90  1.86
H  4.40  -0.18  1.96
H  1.24  -0.99  -3.23
H  2.53  -1.21  -5.34
H  4.98  -1.32  -5.33
H  6.25  -1.24  -3.20
H  5.78  -1.05  -0.38
H  -1.08  1.91  -1.28
H  -2.21  4.09  -1.32
H  -1.87  5.74  0.46
H  -0.37  5.27  2.38
H  1.27  3.13  3.39
O  -1.04  -4.00  0.41
C  -0.81  -3.02  1.03
O  0.44  -2.38  0.84
C  -1.64  -2.45  2.11
C  -2.89  -3.02  2.37
C  -3.70  -2.49  3.36
C  -3.28  -1.38  4.10
C  -2.04  -0.84  3.82
C  -1.21  -1.38  2.86
N  -1.58  0.36  4.56
O  -0.42  0.74  4.36
O  -2.36  0.91  5.28
H  -3.22  -3.86  1.77
H  -4.67  -2.93  3.56
H  -3.91  -0.95  4.86
H  -0.25  -0.92  2.71
I  -5.39  0.68  -5.94
C  -4.06  0.31  -4.40
C  -2.70  0.55  -4.59
C  -1.81  0.30  -3.56
C  -2.28  -0.18  -2.34
C  -3.64  -0.40  -2.15
C  -4.53  -0.17  -3.18
C  -1.37  -0.42  -1.21
O  -1.73  -0.66  -0.07
O  -0.06  -0.34  -1.45
H  -2.35  0.93  -5.54
H  -0.76  0.49  -3.70
H  -3.99  -0.77  -1.19
H  -5.59  -0.35  -3.04



Formula: C30H23MnN3O7S2
Source: OMol25
Level of theory: ωB97M-V/def2-TZVPD

Its HOMO energy (spin up / spin down) is -1.584 / -1.412 eV. The value obtained for the gap between HOMO and LUMO (spin up / spin down) is 5.629 / 5.456 eV. As for the spin multiplicity: 2. As for the expectation value of S²: 0.817. As for the total charge: -2. For the strongest force on any atom, the calculation gives 0.5 eV/Å.

Cartesian coordinates (Å):
Mn  -1.13  0.51  -0.42
C  1.27  0.52  -2.58
C  1.25  1.11  -1.20
N  1.10  0.33  -0.18
N  1.54  0.86  1.05
C  0.74  0.72  2.03
S  -0.92  0.32  2.01
S  1.50  1.00  3.65
C  3.18  0.42  3.32
C  4.12  1.42  2.68
C  4.64  1.18  1.41
C  5.50  2.09  0.81
C  5.85  3.26  1.47
C  5.33  3.51  2.74
C  4.47  2.59  3.33
C  1.33  2.58  -1.04
C  2.42  3.34  -1.44
C  2.43  4.73  -1.30
C  1.29  5.34  -0.77
C  0.18  4.60  -0.39
C  0.15  3.19  -0.52
O  -0.89  2.50  -0.21
H  1.24  -0.56  -2.52
H  2.18  0.86  -3.08
H  0.42  0.87  -3.15
H  3.09  -0.46  2.69
H  3.58  0.12  4.29
H  4.33  0.29  0.87
H  5.87  1.90  -0.19
H  6.49  3.99  1.00
H  5.58  4.43  3.25
H  4.04  2.81  4.30
H  3.29  2.84  -1.84
H  3.29  5.32  -1.59
H  1.27  6.42  -0.65
H  -0.70  5.08  0.01
O  -3.34  1.06  -3.80
C  -2.82  0.90  -2.69
O  -1.60  0.80  -2.39
C  -3.76  0.83  -1.48
C  -5.14  0.91  -1.62
C  -5.92  0.83  -0.49
C  -5.31  0.68  0.75
C  -3.93  0.61  0.80
N  -3.17  0.69  -0.29
H  -5.53  1.02  -2.62
H  -7.00  0.88  -0.56
H  -5.89  0.61  1.66
H  -3.39  0.50  1.74
O  -0.16  -2.45  -2.01
C  -1.01  -2.43  -1.13
O  -1.54  -1.45  -0.52
C  -1.55  -3.79  -0.64
C  -2.37  -3.87  0.48
C  -2.86  -5.09  0.94
C  -2.50  -6.21  0.24
O  -2.85  -7.53  0.48
C  -2.21  -8.29  -0.54
O  -1.47  -7.41  -1.37
C  -1.68  -6.14  -0.87
C  -1.18  -4.95  -1.33
H  -2.61  -2.94  0.98
H  -3.50  -5.16  1.82
H  -2.97  -8.81  -1.13
H  -1.52  -9.01  -0.07
H  -0.53  -4.86  -2.19



Formula: C30H23N8Rh
Source: OMol25
Level of theory: ωB97M-V/def2-TZVPD

Its HOMO energy (spin up / spin down) is -12.063 / -14.287 eV. The value obtained for the gap between HOMO and LUMO (spin up / spin down) is 5.721 / 4.879 eV. As for the spin multiplicity: 5. As for the expectation value of S²: 6.078. As for the total charge: +2. For the strongest force on any atom, the calculation gives 1.0 eV/Å.

Cartesian coordinates (Å):
Rh  -0.69  0.12  -0.44
C  -0.86  0.53  3.90
C  -1.25  0.37  2.58
N  -0.35  0.36  1.60
C  0.95  0.55  1.91
C  1.31  0.67  3.25
N  0.43  0.66  4.23
C  1.85  0.65  0.76
C  3.19  0.74  0.76
C  3.92  0.80  -0.50
C  3.16  0.68  -1.74
C  1.83  0.59  -1.71
N  1.15  0.65  -0.47
C  0.90  0.43  -2.83
C  1.23  0.54  -4.19
N  0.33  0.49  -5.15
C  -0.95  0.33  -4.79
C  -1.30  0.18  -3.46
N  -0.38  0.21  -2.49
C  5.33  0.92  -0.52
C  6.06  0.97  -1.73
C  7.44  1.09  -1.69
N  8.15  1.15  -0.55
C  7.47  1.10  0.60
C  6.09  0.99  0.68
H  -1.59  0.56  4.70
H  -2.28  0.22  2.31
H  2.36  0.79  3.53
H  3.71  0.76  1.70
H  3.66  0.66  -2.70
H  2.26  0.68  -4.49
H  -1.70  0.32  -5.57
H  -2.33  0.02  -3.17
H  5.58  0.93  -2.70
H  8.00  1.13  -2.62
H  8.05  1.15  1.51
H  5.63  0.96  1.66
C  -2.62  -2.25  -0.49
N  -2.53  -0.76  -0.44
C  -3.62  -0.08  -0.37
C  -3.51  1.34  -0.34
C  -4.51  2.37  -0.28
C  -3.83  3.53  -0.31
C  -2.40  3.17  -0.38
N  -2.22  1.87  -0.39
C  -3.12  -2.83  0.81
C  -4.34  -3.50  0.84
C  -4.80  -4.03  2.04
C  -4.06  -3.89  3.20
C  -2.83  -3.22  3.17
C  -2.37  -2.70  1.97
H  -1.64  -2.64  -0.74
H  -3.30  -2.51  -1.30
H  -4.59  -0.58  -0.34
H  -5.58  2.22  -0.23
H  -4.23  4.53  -0.29
H  -1.56  3.85  -0.42
H  -4.93  -3.61  -0.06
H  -5.74  -4.56  2.06
H  -4.42  -4.31  4.13
H  -2.24  -3.13  4.07
H  -1.39  -2.22  1.94



Formula: C30H24BF3N11O5SY
Source: OMol25
Level of theory: ωB97M-V/def2-TZVPD

Its HOMO energy (spin up / spin down) is -5.166 / -5.166 eV. The value obtained for the gap between HOMO and LUMO (spin up / spin down) is 7.274 / 5.388 eV. As for the spin multiplicity: 2. As for the expectation value of S²: 0.813. As for the total charge: -1. For the strongest force on any atom, the calculation gives 0.5 eV/Å.

Cartesian coordinates (Å):
Y  -0.54  -0.55  -0.60
C  3.15  1.34  -2.48
C  1.82  0.91  -2.44
N  1.57  0.33  -1.27
N  2.71  0.34  -0.56
C  3.68  0.95  -1.27
B  2.75  -0.24  0.89
N  1.77  0.54  1.80
C  1.95  1.28  2.92
C  0.72  1.53  3.48
C  -0.19  0.91  2.62
N  0.44  0.33  1.61
N  2.28  -1.73  0.93
C  2.90  -2.78  1.52
C  2.06  -3.87  1.47
C  0.92  -3.39  0.82
N  1.05  -2.11  0.52
N  4.23  -0.21  1.30
C  5.19  -0.92  0.66
C  6.40  -0.62  1.24
C  6.07  0.31  2.24
N  4.77  0.55  2.27
H  3.66  1.84  -3.29
H  1.04  1.00  -3.18
H  4.66  1.08  -0.86
H  2.95  1.52  3.24
H  0.51  2.09  4.38
H  -1.26  0.85  2.67
H  3.89  -2.68  1.94
H  2.26  -4.86  1.82
H  0.02  -3.91  0.54
H  4.94  -1.58  -0.15
H  7.37  -1.00  0.98
H  6.72  0.81  2.94
C  -1.74  -1.59  -4.83
O  -3.11  -1.92  -4.59
C  -3.77  -1.64  -3.44
C  -5.01  -2.19  -3.32
C  -5.86  -1.92  -2.21
C  -5.46  -1.08  -1.23
C  -4.16  -0.50  -1.26
C  -3.83  0.46  -0.30
N  -2.60  0.92  -0.17
N  -2.47  2.05  0.50
C  -1.22  2.55  0.24
O  -0.42  2.04  -0.56
C  -0.83  3.78  0.99
C  -1.70  4.40  1.88
C  -1.27  5.50  2.60
C  0.02  5.98  2.44
C  0.89  5.36  1.55
C  0.46  4.26  0.82
C  -3.24  -0.80  -2.37
O  -2.07  -0.32  -2.42
H  -1.52  -2.06  -5.79
H  -1.09  -1.99  -4.05
H  -1.61  -0.51  -4.90
H  -5.35  -2.84  -4.11
H  -6.83  -2.39  -2.17
H  -6.11  -0.85  -0.39
H  -4.62  0.92  0.30
H  -2.70  4.01  2.00
H  -1.94  5.99  3.30
H  0.36  6.84  3.01
H  1.90  5.73  1.43
H  1.12  3.74  0.14
F  -4.04  -4.10  0.11
C  -3.35  -3.48  1.07
F  -2.68  -4.43  1.76
F  -4.24  -2.93  1.92
C  -2.35  -2.44  0.51
O  -2.03  -1.50  1.26
O  -1.91  -2.62  -0.64
S  2.36  -3.82  -2.94
C  1.20  -2.73  -2.55
N  0.38  -1.95  -2.28



Formula: C30H24ClNO3PSTi
Source: OMol25
Level of theory: ωB97M-V/def2-TZVPD

Its HOMO energy (spin up / spin down) is -7.140 / -7.428 eV. The value obtained for the gap between HOMO and LUMO (spin up / spin down) is 6.180 / 6.477 eV. As for the spin multiplicity: 2. As for the expectation value of S²: 0.754. As for the total charge: 0. For the strongest force on any atom, the calculation gives 3.9 eV/Å.

Cartesian coordinates (Å):
C  -0.26  -1.96  2.70
C  -0.18  -2.28  1.30
C  1.19  -2.34  0.93
H  -1.02  -2.56  0.67
C  1.98  -2.01  2.08
C  1.09  -1.75  3.17
H  1.37  -1.57  4.20
H  -1.15  -2.00  3.31
H  1.57  -2.69  -0.03
H  3.06  -2.06  2.14
Ti  0.73  -0.15  1.77
Cl  2.53  0.82  0.81
P  0.32  -0.10  -1.87
C  1.51  -1.20  -2.68
C  1.16  -1.93  -3.83
H  0.16  -1.83  -4.24
C  2.10  -2.77  -4.43
H  1.82  -3.32  -5.33
C  3.38  -2.90  -3.89
H  4.11  -3.55  -4.37
C  3.73  -2.19  -2.74
H  4.73  -2.29  -2.32
C  2.81  -1.34  -2.13
H  3.06  -0.79  -1.23
C  -1.35  -0.59  -2.34
C  -1.73  -1.94  -2.24
H  -1.02  -2.68  -1.86
C  -3.00  -2.34  -2.65
H  -3.27  -3.39  -2.62
C  -3.91  -1.39  -3.13
H  -4.88  -1.71  -3.51
C  -3.56  -0.04  -3.16
H  -4.27  0.70  -3.52
C  -2.30  0.37  -2.73
H  -2.03  1.43  -2.72
C  0.63  1.59  -2.41
C  1.16  1.81  -3.69
H  1.40  0.96  -4.32
C  1.38  3.12  -4.13
H  1.76  3.28  -5.14
C  1.10  4.20  -3.29
H  1.26  5.21  -3.65
C  0.61  3.98  -2.00
H  0.40  4.82  -1.35
C  0.37  2.68  -1.56
H  0.00  2.49  -0.55
O  1.54  3.34  4.35
S  1.06  2.00  4.50
O  1.91  0.95  5.03
N  0.53  1.38  3.03
C  -0.82  1.29  2.89
O  -1.18  0.64  1.81
C  -1.52  1.60  4.09
C  -2.75  0.99  4.37
C  -3.15  0.88  5.71
C  -2.28  1.28  6.74
C  -0.99  1.77  6.46
C  -0.62  1.91  5.12
H  -3.30  0.54  3.54
H  -4.13  0.46  5.94
H  -2.60  1.16  7.78
H  -0.27  2.01  7.24



Formula: C30H24F3MnOP2S4
Source: OMol25
Level of theory: ωB97M-V/def2-TZVPD

Its HOMO energy (spin up / spin down) is -7.210 / -7.372 eV. The value obtained for the gap between HOMO and LUMO (spin up / spin down) is 5.821 / 6.583 eV. As for the spin multiplicity: 5. As for the expectation value of S²: 6.115. As for the total charge: 0. For the strongest force on any atom, the calculation gives 3.3 eV/Å.

Cartesian coordinates (Å):
Mn  0.88  2.83  0.08
C  1.14  -0.38  1.44
C  -0.16  0.20  1.99
P  -0.77  1.46  0.79
C  -2.09  2.34  1.69
C  -2.98  3.07  0.89
C  -4.05  3.73  1.47
C  -4.24  3.68  2.84
C  -3.32  3.01  3.64
C  -2.25  2.35  3.07
C  -1.83  0.53  -0.37
C  -1.62  0.65  -1.74
C  -2.45  -0.01  -2.63
C  -3.48  -0.81  -2.15
C  -3.70  -0.91  -0.79
C  -2.89  -0.23  0.11
P  0.76  -1.20  -0.19
C  0.25  -2.82  0.52
C  -1.07  -3.24  0.47
C  -1.45  -4.40  1.13
C  -0.51  -5.15  1.82
C  0.81  -4.75  1.84
C  1.20  -3.60  1.19
C  2.41  -1.69  -0.79
C  2.37  -2.55  -1.89
C  3.53  -3.04  -2.45
C  4.76  -2.66  -1.93
C  4.81  -1.76  -0.87
C  3.64  -1.27  -0.31
H  1.59  -1.09  2.13
H  1.84  0.45  1.25
H  0.03  0.71  2.94
H  -0.91  -0.58  2.13
H  -2.83  3.10  -0.18
H  -4.74  4.28  0.85
H  -5.09  4.16  3.29
H  -3.45  3.01  4.71
H  -1.54  1.84  3.71
H  -0.79  1.25  -2.09
H  -2.29  0.10  -3.69
H  -4.11  -1.35  -2.84
H  -4.52  -1.51  -0.42
H  -3.08  -0.30  1.17
H  -1.80  -2.66  -0.08
H  -2.48  -4.72  1.10
H  -0.82  -6.04  2.36
H  1.55  -5.34  2.36
H  2.23  -3.29  1.19
H  1.40  -2.83  -2.29
H  3.49  -3.71  -3.30
H  5.67  -3.05  -2.35
H  5.76  -1.44  -0.48
H  3.71  -0.56  0.50
O  2.87  2.82  -6.40
C  2.53  2.80  -5.26
S  1.09  3.64  -4.66
C  1.27  3.18  -2.97
C  2.35  2.40  -2.66
S  2.70  1.86  -1.07
S  3.42  1.95  -3.97
S  0.12  3.74  -1.83
F  2.91  2.94  2.19
C  1.65  3.15  1.78
F  1.67  4.40  1.14
F  0.92  3.33  2.90